1.
This record from the OMol25 dataset describes the molecule C12H16F3N5O3S in a non-equilibrium geometry. The level of theory is wB97M-V/def2-TZVPD.

HOMO energy ... -0.3549 Eh
HOMO-LUMO gap ... 10.06 eV
Multiplicity ... 1
LUMO level ... 0.40 eV

Each line ends with the Mulliken charge.
Geometry (Å):
C (0.59444, -3.15360, -0.62611)  -0.955
C (-0.89032, -3.33658, -0.35410)  -0.337
H (-1.31832, -4.08951, -1.02282)  0.287
H (-1.06107, -3.62745, 0.68636)  0.334
O (-1.60979, -2.12679, -0.61473)  -0.331
C (-2.13482, -1.48570, 0.44588)  0.789
O (-2.00287, -1.83118, 1.59583)  -0.662
N (-2.89090, -0.41801, 0.06499)  0.112
C (-3.35674, 0.50201, 1.08176)  -0.986
H (-4.45131, 0.52959, 1.07893)  0.289
C (-2.78311, 1.90575, 0.81091)  -0.738
N (-1.51840, 1.73584, 0.11849)  0.240
C (-0.60248, 2.84974, 0.18593)  -0.837
C (0.83166, 2.36717, 0.08655)  0.708
O (1.76318, 3.03788, -0.29422)  -0.673
N (0.99652, 1.07413, 0.50415)  -0.034
C (2.21677, 0.47915, 0.48603)  0.307
N (2.43623, -0.75199, 0.82841)  -0.184
N (3.70027, -1.10221, 0.72065)  -0.623
C (4.46350, -0.15322, 0.30053)  0.252
S (3.64056, 1.35641, -0.02797)  -0.055
C (5.93051, -0.31357, 0.09035)  0.891
F (6.63716, 0.60154, 0.77527)  -0.240
F (6.37877, -1.51068, 0.46333)  -0.262
F (6.26923, -0.15410, -1.20168)  -0.244
H (0.17727, 0.54822, 0.79671)  0.125
H (-0.76728, 3.61254, -0.59239)  0.328
H (-0.69864, 3.34432, 1.15768)  0.379
C (-1.72753, 1.27237, -1.24679)  -0.690
C (-2.80669, 0.17214, -1.24796)  -0.882
H (-3.78726, 0.59680, -1.48133)  0.364
H (-2.57488, -0.59814, -1.98041)  0.421
H (-0.77928, 0.87502, -1.61825)  0.383
H (-2.03523, 2.09784, -1.91106)  0.395
H (-2.61154, 2.41899, 1.75760)  0.449
H (-3.49205, 2.50799, 0.22055)  0.355
H (-3.01643, 0.11425, 2.04347)  0.428
H (0.74900, -2.79711, -1.64195)  0.280
H (1.03194, -2.44235, 0.07074)  0.206
H (1.09991, -4.10749, -0.50932)  0.410

Forces on the atoms, in the same order (eV/Å):
C -0.47 0.14 0.08
C 0.37 -0.50 0.19
H -0.01 0.11 0.11
H -0.01 0.00 -0.23
O -0.05 0.32 -0.13
C -0.19 -0.10 -0.05
O 0.20 -0.14 0.30
N -0.13 -0.03 -0.11
C -0.08 -0.04 0.24
H 0.05 0.03 0.06
C -0.09 -0.09 0.02
N -0.05 0.22 0.13
C -0.11 0.13 -0.09
C -0.37 -0.25 0.10
O -0.06 0.42 -0.10
N -0.35 0.00 0.10
C 1.23 0.43 -0.34
N -1.81 0.38 0.30
N 1.72 -0.61 -0.10
C -0.46 0.67 -0.11
S 0.13 -0.99 0.29
C 0.72 -0.34 -0.05
F -0.14 0.23 0.13
F -0.23 -0.09 0.08
F -0.19 0.10 -0.18
H 0.07 0.08 -0.06
H 0.10 -0.09 0.11
H 0.01 -0.01 -0.06
C -0.02 -0.10 -0.15
C 0.11 -0.01 -0.18
H 0.07 -0.03 -0.04
H -0.10 0.15 0.01
H -0.02 0.01 -0.07
H 0.05 -0.04 0.05
H -0.04 0.02 -0.05
H 0.05 0.03 0.04
H -0.08 0.11 -0.12
H 0.07 0.01 -0.12
H 0.02 -0.03 0.00
H 0.09 -0.13 0.00

2.
This record from the OMol25 dataset describes a cluster of 2 separate species, C12H16N2 in total in a non-equilibrium geometry. The level of theory is wB97M-V/def2-TZVPD.

HOMO energy (alpha / beta) ... -0.4443 / -0.4397 Eh
HOMO-LUMO gap (alpha / beta) ... 8.25 / 4.08 eV
Total charge ... +1
Energy relative to the best compared isomer or geometry (same formula, charge and spin) ... 14.5 kcal/mol
Multiplicity ... 2
LUMO level (alpha / beta) ... -3.84 / -7.88 eV

Each line ends with the Mulliken charge.
Geometry (Å):
C (-1.50947, -0.40686, -0.77710)  -0.237
C (-2.74523, -0.98799, -1.43619)  -1.281
C (-1.07225, -1.06726, 0.52594)  0.869
C (-0.54149, -0.14816, 1.46844)  -0.045
C (-0.96518, -2.44653, 0.79004)  -0.436
C (-0.11839, -0.51937, 2.74709)  -0.876
C (-0.45757, -2.81956, 2.00259)  -0.431
C (-0.08372, -1.86130, 3.01764)  -0.275
H (-0.60034, -0.52035, -1.39929)  0.170
H (-1.49898, 0.65400, -0.55202)  0.477
H (-2.88085, -0.54354, -2.41804)  0.394
H (-0.35385, 0.87418, 1.16102)  0.290
H (-1.24737, -3.17777, 0.04608)  0.369
H (0.14547, 0.25418, 3.45202)  0.452
H (-0.19634, -3.85694, 2.13862)  0.412
H (0.29283, -2.37762, 3.89201)  0.402
H (-3.63506, -0.85036, -0.82256)  0.349
H (-2.62234, -2.07042, -1.51541)  0.306
C (2.68802, 1.69988, 0.41800)  -1.212
C (0.69678, 2.54225, -0.93239)  -0.561
C (1.75926, 1.75003, -0.75998)  0.692
C (0.81160, 1.04282, -2.54112)  -0.494
N (0.04745, 2.10049, -2.10259)  -0.011
N (1.77964, 0.73391, -1.72286)  -0.460
H (0.32876, 3.42354, -0.43533)  0.424
H (-0.38809, 2.79100, -2.69604)  0.280
H (2.85466, 0.66223, 0.71556)  0.322
H (2.33534, 2.22989, 1.29537)  0.320
H (0.59426, 0.46232, -3.42329)  0.441
H (3.67186, 2.04677, 0.10286)  0.349

Forces on the atoms, in the same order (eV/Å):
C 0.60 -0.88 1.54
C 0.23 -0.29 0.26
C -0.01 0.50 -1.60
C 0.97 0.38 1.54
C -0.28 0.21 0.27
C -0.58 0.57 -0.63
C 0.25 0.16 -0.82
C 0.03 -1.56 -0.38
H -0.10 -0.15 -0.14
H -0.54 0.22 -0.34
H -0.16 -0.13 -0.03
H -0.41 0.06 -0.05
H 0.00 -0.01 0.00
H 0.27 -0.15 0.11
H -0.27 -0.17 0.38
H 0.06 0.80 0.44
H 0.00 0.29 -0.07
H -0.04 0.07 -0.38
C 0.39 -0.53 -0.58
C -1.22 0.76 -1.28
C 0.38 -1.71 1.45
C -0.12 -0.12 0.02
N 1.13 0.30 0.38
N -0.13 0.95 0.04
H 0.16 0.00 0.16
H -0.34 -0.37 -0.18
H -0.14 -0.05 -0.07
H -0.03 0.37 -0.09
H -0.16 0.19 -0.17
H 0.04 0.27 0.25

3.
This record from the OMol25 dataset describes a cluster of 2 separate species, C12H16N2O in total in a non-equilibrium geometry. The level of theory is wB97M-V/def2-TZVPD.

HOMO energy ... -0.2984 Eh
HOMO-LUMO gap ... 8.81 eV
Energy relative to the best compared isomer or geometry (same formula, charge and spin) ... 53.8 kcal/mol
Multiplicity ... 1
LUMO level ... 0.68 eV

Each line ends with the Mulliken charge.
Geometry (Å):
C (0.91712, -2.56553, 1.99990)  -0.288
C (0.69412, -3.41933, 0.78851)  -1.157
C (-0.02126, -1.32529, 1.92225)  0.552
C (-0.11856, -0.27450, 2.81106)  -0.813
C (-1.83176, -0.28855, 1.46320)  -0.367
N (-1.11691, -1.34943, 1.09417)  -0.420
N (-1.25294, 0.42447, 2.46336)  -0.067
H (0.55866, -2.94468, 2.99372)  0.258
H (1.94890, -2.19994, 1.99937)  0.267
H (1.63559, -3.88057, 0.44650)  0.329
H (0.57969, -0.00216, 3.59761)  0.419
H (-2.62628, 0.12682, 0.87239)  0.439
H (-1.80583, 1.00251, 3.07306)  0.242
H (0.25222, -3.00554, -0.12244)  0.321
H (-0.01480, -4.22730, 1.01563)  0.308
C (2.47275, 0.89776, -1.33238)  -1.369
C (1.07717, 1.20906, -1.73709)  0.797
C (0.08205, 0.26280, -1.56177)  -0.281
C (0.80613, 2.52939, -2.08357)  -0.535
C (-1.29552, 0.65158, -1.66288)  -0.880
C (-0.53439, 2.90074, -2.15749)  -0.530
C (-1.52303, 2.00202, -1.72937)  0.471
O (-2.70107, 2.63179, -1.42116)  -0.552
H (2.70666, 1.41957, -0.39432)  0.262
H (3.26365, 1.28849, -1.99964)  0.397
H (0.06181, -0.72188, -1.12822)  0.214
H (1.50381, 3.32586, -2.28752)  0.372
H (-2.09187, -0.06687, -1.69198)  0.546
H (-0.92505, 3.83833, -2.53061)  0.382
H (-3.37523, 1.94445, -1.31434)  0.331
H (2.67418, -0.18410, -1.38593)  0.351

Forces on the atoms, in the same order (eV/Å):
C -1.36 2.70 0.24
C 0.02 -2.14 -0.70
C 0.02 -0.60 0.80
C 0.85 -0.52 -0.25
C 0.69 -0.58 -0.97
N -0.48 1.53 0.49
N -0.20 -0.75 0.04
H 1.06 -0.56 -1.03
H -0.13 -0.22 0.54
H -0.31 -0.06 0.32
H -0.46 0.12 -0.14
H -0.48 -0.14 0.23
H 0.32 0.40 -0.05
H 0.16 0.79 0.51
H 0.30 -0.03 0.01
C 1.54 -0.28 -0.64
C 1.04 -0.50 0.72
C -2.62 1.03 -0.25
C -2.47 0.42 -0.66
C 1.65 0.69 -0.05
C 0.35 -0.59 0.47
C -0.12 0.99 -0.74
O -0.74 -0.85 -0.40
H -0.07 -0.81 0.20
H -0.61 0.18 -0.19
H 1.43 -0.47 -0.29
H 0.65 -0.42 -0.05
H -0.24 -0.30 0.58
H 0.40 0.33 0.36
H -0.03 0.29 0.02
H -0.15 0.33 0.85

4.
This record from the OMol25 dataset describes the molecule C12H16N2O. The level of theory is wB97M-V/def2-TZVPD.

HOMO energy ... -0.3179 Eh
HOMO-LUMO gap ... 9.50 eV
Energy relative to the best compared isomer or geometry (same formula, charge and spin) ... 16.0 kcal/mol
Multiplicity ... 1
LUMO level ... 0.85 eV

Each line ends with the Mulliken charge.
Geometry (Å):
C (-1.02631, 2.53613, -1.94382)  -0.686
N (0.04047, 1.91632, -2.69791)  -0.452
H (0.49779, 2.59846, -3.29377)  0.315
C (1.04041, 1.19848, -1.91970)  0.033
C (1.97950, 2.11728, -1.11041)  -0.628
C (2.39798, 1.46499, 0.19709)  -0.751
C (1.13195, 1.11874, 0.96523)  -0.733
N (0.35720, 0.14018, 0.22892)  0.432
C (0.30354, 0.10606, -1.13031)  0.053
O (-0.28575, -0.77001, -1.72686)  -0.627
C (-0.34765, -0.84672, 0.96872)  0.031
C (0.31837, -1.63715, 1.89792)  0.041
C (-0.37575, -2.58996, 2.62079)  -0.808
C (-1.73312, -2.76922, 2.41582)  -0.415
C (-2.39437, -1.99235, 1.48014)  -0.744
C (-1.70850, -1.03121, 0.76019)  -0.126
H (-2.22088, -0.43123, 0.02505)  0.297
H (-3.45156, -2.13204, 1.31080)  0.375
H (-2.27122, -3.51689, 2.97902)  0.380
H (0.14952, -3.20167, 3.33960)  0.365
H (1.38260, -1.52151, 2.04508)  0.432
H (0.53156, 2.02729, 1.11696)  0.252
H (1.36492, 0.70830, 1.94965)  0.484
H (3.02020, 2.14193, 0.78467)  0.418
H (2.96673, 0.55401, -0.00046)  0.343
H (1.46218, 3.05266, -0.88152)  0.289
H (2.85374, 2.36574, -1.71557)  0.302
H (1.63609, 0.63725, -2.65259)  0.375
H (-1.57228, 1.76033, -1.40833)  0.130
H (-0.69785, 3.29601, -1.21639)  0.222
H (-1.70897, 3.01127, -2.64618)  0.401

Forces on the atoms, in the same order (eV/Å):
C 0.09 0.10 0.07
N 0.12 0.10 -0.38
H -0.04 -0.14 0.04
C 0.12 0.17 -0.21
C 0.00 -0.21 0.05
C -0.18 0.21 0.05
C 0.36 0.33 0.10
N -0.02 -0.13 0.25
C 0.21 -0.11 -0.32
O -0.11 -0.03 -0.17
C -0.24 -0.27 0.12
C -0.01 0.12 -0.14
C -0.02 -0.06 0.09
C 0.00 -0.08 0.06
C -0.04 0.04 0.00
C 0.06 0.04 0.06
H -0.02 0.05 -0.08
H -0.09 -0.01 -0.02
H -0.04 -0.06 0.04
H 0.04 -0.04 0.05
H 0.09 0.04 -0.01
H 0.10 -0.04 0.10
H -0.07 0.05 -0.13
H 0.03 -0.04 0.02
H 0.05 -0.05 0.08
H 0.00 0.01 -0.01
H -0.06 0.04 -0.04
H -0.07 0.00 0.23
H -0.13 0.02 0.03
H -0.06 -0.05 0.02
H -0.08 0.02 0.07

5.
This record from the OMol25 dataset describes a structure of composition C12H16N3O4PTl in a non-equilibrium geometry. The level of theory is wB97M-V/def2-TZVPD.

HOMO energy (alpha / beta) ... -0.6979 / -0.6836 Eh
HOMO-LUMO gap (alpha / beta) ... 4.44 / 5.57 eV
Total charge ... +3
Multiplicity ... 1
LUMO level (alpha / beta) ... -14.55 / -13.03 eV

Each line ends with the Mulliken charge.
Geometry (Å):
Tl (-0.01837, -0.72414, -1.97072)  0.960
C (0.02889, 0.69072, 1.80561)  0.271
O (0.02919, 1.48238, 2.63474)  -0.190
C (-0.00613, 1.94387, -0.56524)  0.096
O (-0.00337, 3.02499, -0.19467)  -0.080
C (-2.22761, -0.14384, -0.27190)  0.125
O (-3.18891, 0.04030, 0.31583)  -0.078
C (2.23236, -0.14078, -0.33819)  0.125
O (3.20654, 0.04575, 0.22572)  -0.075
C (-0.00689, -1.59769, -4.57138)  -0.576
H (0.92490, -2.17353, -4.49509)  0.426
H (-0.93677, -2.17475, -4.48028)  0.433
C (-0.00998, -0.27724, -4.86635)  -0.475
H (-0.94074, 0.28342, -5.01451)  0.376
H (0.91756, 0.28331, -5.03330)  0.370
C (1.27493, -4.57309, 2.96364)  -0.854
N (1.30709, -3.10360, 3.21427)  0.233
C (0.07675, -2.72533, 3.94916)  -0.915
N (-1.17512, -3.11431, 3.25508)  0.231
C (-1.13757, -4.58312, 3.00420)  -0.852
N (0.05842, -4.99982, 2.24351)  0.411
C (0.03385, -4.49457, 0.86606)  -1.066
P (0.02383, -2.62140, 0.76427)  0.853
C (1.45125, -2.35038, 1.96089)  -0.895
C (-1.36694, -2.36293, 2.00664)  -0.893
H (1.29202, -5.09054, 3.93615)  0.340
H (2.15773, -4.83211, 2.36734)  0.400
H (0.07302, -1.63898, 4.09893)  0.397
H (0.09416, -3.24019, 4.92238)  0.322
H (-2.03593, -4.85303, 2.43685)  0.401
H (-1.11612, -5.10105, 3.97637)  0.340
H (0.92124, -4.86138, 0.32942)  0.478
H (-0.86754, -4.86950, 0.35955)  0.477
H (1.53295, -1.27480, 2.15969)  0.480
H (2.37165, -2.67887, 1.45433)  0.464
H (-2.30069, -2.69896, 1.52985)  0.462
H (-1.45114, -1.28810, 2.20864)  0.480

Forces on the atoms, in the same order (eV/Å):
Tl 0.01 -0.13 0.71
C 0.01 2.38 2.80
O 0.00 -2.33 -2.38
C 0.00 3.35 0.41
O -0.01 -3.04 -1.02
C -2.96 0.50 1.40
O 2.62 -0.46 -1.51
C 2.93 0.50 1.29
O -2.59 -0.46 -1.41
C 0.00 -1.57 0.43
H -0.27 0.27 -0.16
H 0.27 0.27 -0.17
C -0.01 1.59 -0.49
H 0.25 -0.26 0.03
H -0.25 -0.26 0.05
C 1.25 -0.61 0.78
N -1.57 -0.47 -1.10
C -0.02 -0.17 0.20
N 1.55 -0.46 -1.16
C -1.19 -0.64 0.80
N -0.01 3.70 -0.34
C 0.00 -1.26 -0.24
P 0.01 0.26 1.02
C 0.46 -0.36 -0.17
C -0.46 -0.35 -0.15
H 0.08 0.18 -0.41
H -0.21 -0.11 0.24
H 0.01 -0.25 0.07
H 0.00 0.28 -0.29
H 0.21 -0.10 0.24
H -0.10 0.19 -0.40
H -0.20 0.05 0.14
H 0.20 0.06 0.12
H 0.02 -0.33 0.12
H -0.14 0.18 0.22
H 0.15 0.18 0.22
H -0.02 -0.32 0.12

6.
This record from the OMol25 dataset describes the molecule C12H16N6O3 in a non-equilibrium geometry. The level of theory is wB97M-V/def2-TZVPD.

HOMO energy ... -0.3208 Eh
HOMO-LUMO gap ... 9.39 eV
Energy relative to the best compared isomer or geometry (same formula, charge and spin) ... 93.5 kcal/mol
Multiplicity ... 1
LUMO level ... 0.66 eV

Each line ends with the Mulliken charge.
Geometry (Å):
C (-1.47031, 0.62831, -1.63056)  0.728
C (-2.24663, -0.06503, -0.48919)  -0.249
C (-0.63469, -0.47680, -2.36941)  -0.241
C (0.65911, 0.17511, -2.84602)  -0.253
C (1.08870, 0.75680, -3.98225)  -0.218
C (2.64757, 0.98275, -2.49892)  -0.296
C (-1.89883, -0.84109, 1.72649)  0.019
C (-2.07995, -0.27080, 3.06679)  0.082
C (-0.59690, -1.69506, 1.49171)  -0.716
C (0.66510, -0.83071, 1.87577)  0.174
C (1.47322, -1.10365, 2.90911)  -0.427
C (2.34824, 0.46922, 1.66001)  -0.576
H (-0.41512, 2.28189, -1.97386)  0.380
H (0.10025, 1.29402, -0.89037)  0.042
H (-2.35235, 0.96709, -2.20146)  0.492
H (-1.27471, -1.15110, -3.02679)  0.273
H (-0.04700, -1.12209, -1.54674)  0.144
H (0.34596, 1.04389, -4.87900)  0.254
H (3.57860, 1.34753, -2.03807)  0.359
H (3.08196, 1.65291, -4.31894)  0.139
H (-1.44727, 1.21272, 0.72292)  0.342
H (-2.73216, -1.45361, 1.56178)  0.717
H (-0.71069, -1.71579, 0.47457)  -0.049
H (-0.82090, -2.66253, 1.78234)  0.643
H (1.51586, -1.94867, 3.66707)  0.339
H (2.99822, 1.20348, 1.30258)  0.517
H (3.33526, -0.15573, 3.51156)  0.179
H (-2.75818, -0.68698, 4.72709)  0.355
N (-0.76873, 1.76628, -1.21837)  -0.834
N (1.73495, 0.18804, -1.98552)  -0.281
N (2.38299, 1.20952, -3.80404)  -0.013
N (-1.98376, 0.34619, 0.73465)  -0.150
N (1.26348, 0.07181, 1.04325)  -0.034
N (2.56127, -0.19655, 2.87450)  -0.112
O (-3.05086, -0.95825, -0.74997)  -0.686
O (-1.87512, 0.88077, 3.39371)  -0.589
O (-2.61661, -1.14388, 3.92360)  -0.455

Forces on the atoms, in the same order (eV/Å):
C -3.28 -1.36 -1.05
C -0.68 -0.53 -2.07
C 1.66 -0.95 1.60
C 0.81 -1.17 -0.76
C -2.86 1.35 -4.07
C 0.45 -1.82 0.13
C 1.26 2.48 -0.76
C -0.08 1.86 1.11
C -0.15 4.93 1.07
C -0.96 -3.19 -0.77
C 1.94 -0.78 3.07
C -0.59 -1.30 1.35
H 0.10 0.97 -1.43
H -0.18 1.16 0.65
H 0.53 -0.25 -0.67
H 1.20 1.10 0.66
H -2.04 0.84 -1.42
H 2.46 -0.78 1.87
H -0.54 -0.61 -0.21
H 0.31 0.87 -1.70
H 0.44 -0.52 0.94
H -1.21 -0.76 -0.65
H 0.63 -0.41 -2.87
H 0.58 -1.89 1.49
H -0.50 1.46 -1.05
H 0.88 0.97 -0.43
H 0.03 0.08 -0.12
H -0.21 0.88 1.61
N 1.97 -0.86 2.52
N 0.13 1.34 1.72
N -1.36 0.23 1.73
N 0.50 -1.47 2.00
N -0.11 1.08 0.48
N -2.17 -0.58 -2.33
O 0.69 -0.04 -0.12
O 0.13 -0.83 -0.27
O 0.21 -1.50 -1.23